This record from OMol25 describes a molecular structure, C24H15Br4O6PRhS in a non-equilibrium geometry. The level of theory is ωB97M-V with the def2-TZVPD basis set.

Geometry as ORCA input:
```
! RIJCOSX wB97M-V def2-TZVPD def2/J DEFGRID3
* xyz -1 1
Rh -0.661 0.175 1.736
O -3.912 -0.766 3.315
S -3.231 -0.527 2.076
O -4.000 -0.693 0.885
O -1.918 -1.361 1.978
O -2.517 0.841 2.074
Br 5.631 -0.452 4.517
C 3.761 -0.253 4.312
C 2.918 -0.207 5.415
Br 3.630 -0.342 7.162
C 1.538 -0.059 5.251
Br 0.343 0.025 6.706
C 0.982 0.049 3.976
O -0.288 0.218 3.747
C 1.853 -0.014 2.866
O 1.279 0.083 1.663
C 3.214 -0.152 3.029
Br 4.273 -0.198 1.464
C -4.409 -0.105 -3.098
C -4.349 0.747 -1.996
C -3.227 0.770 -1.207
C -2.122 0.008 -1.551
C -2.179 -0.849 -2.636
C -3.330 -0.901 -3.409
P -0.616 0.193 -0.527
C 0.191 1.629 -1.297
C 1.099 2.374 -0.544
C 1.761 3.450 -1.117
C 1.521 3.791 -2.439
C 0.615 3.056 -3.191
C -0.049 1.979 -2.623
C 0.445 -1.216 -0.962
C 1.681 -1.079 -1.576
C 2.475 -2.199 -1.791
C 2.035 -3.451 -1.393
C 0.800 -3.588 -0.771
C 0.007 -2.476 -0.547
H -5.301 -0.138 -3.711
H -5.203 1.356 -1.734
H -3.146 1.482 -0.399
H -1.328 -1.472 -2.880
H -3.379 -1.574 -4.256
H 1.298 2.092 0.482
H 2.466 4.020 -0.525
H 2.036 4.634 -2.884
H 0.420 3.323 -4.222
H -0.764 1.417 -3.210
H 2.036 -0.101 -1.876
H 3.445 -2.087 -2.261
H 2.659 -4.321 -1.554
H 0.462 -4.562 -0.441
H -0.940 -2.570 -0.025
*
```

Gap between HOMO and LUMO (alpha / beta) = 6.9 / 6.9 eV
DFT total energy = -340721.7297 eV
Largest force on an atom = 1.1 eV/Å

This record from OMol25 describes a molecular structure, C24H15BrN5O4Os in a non-equilibrium geometry. The level of theory is ωB97M-V with the def2-TZVPD basis set.

Geometry as ORCA input:
```
! RIJCOSX wB97M-V def2-TZVPD def2/J DEFGRID3
* xyz 1 1
Os 0.282 -0.098 -0.551
O 2.689 3.159 -0.724
C 2.156 2.076 -0.816
N 0.815 1.785 -0.716
C -0.161 2.743 -0.476
C 0.007 4.121 -0.399
C -1.076 4.935 -0.110
C -2.350 4.394 0.054
C -2.548 3.032 -0.024
C -1.458 2.179 -0.244
N -1.500 0.811 -0.273
C -2.701 0.129 -0.235
O -3.708 0.487 0.331
C -2.639 -1.131 -1.042
C -3.735 -1.983 -1.058
C -3.664 -3.123 -1.842
C -2.513 -3.355 -2.578
C -1.471 -2.438 -2.510
N -1.539 -1.351 -1.762
C 2.937 0.812 -1.118
C 4.297 0.825 -1.391
C 4.915 -0.364 -1.758
C 4.152 -1.519 -1.866
C 2.807 -1.463 -1.541
N 2.221 -0.329 -1.152
H 0.988 4.542 -0.551
H -0.925 6.000 -0.028
H -3.186 5.049 0.244
H -3.528 2.603 0.114
H -4.593 -1.735 -0.451
H -4.491 -3.816 -1.866
H -2.419 -4.232 -3.195
H -0.564 -2.584 -3.079
H 4.834 1.759 -1.326
H 5.973 -0.389 -1.968
H 4.589 -2.450 -2.192
H 2.180 -2.345 -1.578
Br 0.252 2.209 2.708
C 0.307 0.358 3.078
C 0.315 -0.065 4.402
C 0.387 -1.424 4.656
C 0.435 -2.304 3.585
C 0.408 -1.779 2.302
N 0.351 -0.474 2.049
C 0.442 -2.720 1.085
O 0.680 -3.892 1.254
O 0.194 -2.141 -0.025
H 0.262 0.662 5.197
H 0.409 -1.788 5.672
H 0.489 -3.375 3.712
*
```

Gap between HOMO and LUMO (alpha / beta) = 5.5 / 5.4 eV
ΔE to the lowest compared entry with this formula, charge and spin = 0.002 eV
DFT total energy = -113275.8387 eV
Largest force on an atom = 3.5 eV/Å

This record from OMol25 describes a molecular structure, C24H15ClCrF6N4O6S2 in a non-equilibrium geometry. The level of theory is ωB97M-V with the def2-TZVPD basis set.

Geometry as ORCA input:
```
! RIJCOSX wB97M-V def2-TZVPD def2/J DEFGRID3
* xyz 1 4
Cr 0.245 0.147 -0.509
C 0.604 4.382 0.204
C -0.720 4.746 0.403
C -1.685 3.756 0.429
C -1.304 2.432 0.228
N -0.018 2.098 0.008
C 0.909 3.046 0.011
C -2.213 1.293 0.241
C -3.602 1.343 0.295
C -4.318 0.154 0.274
C -3.634 -1.052 0.211
C -2.243 -1.029 0.174
N -1.559 0.122 0.172
C -1.358 -2.187 0.106
C -1.743 -3.494 0.393
C -0.787 -4.492 0.364
C 0.525 -4.155 0.057
C 0.825 -2.834 -0.228
N -0.091 -1.877 -0.204
H 1.384 5.124 0.186
H -0.995 5.782 0.531
H -2.718 4.003 0.605
H 1.930 2.721 -0.150
H -4.112 2.290 0.331
H -5.397 0.167 0.304
H -4.160 -1.990 0.172
H -2.766 -3.711 0.647
H -1.054 -5.515 0.580
H 1.300 -4.905 0.041
H 1.833 -2.528 -0.479
F 0.072 1.193 -5.826
C 0.257 1.398 -4.532
F 1.297 0.674 -4.128
F 0.563 2.679 -4.331
S -1.286 0.967 -3.550
O -0.780 0.925 -2.178
O -2.212 2.015 -3.784
N -1.753 -0.428 -4.041
S -1.101 -1.681 -3.327
O 0.214 -1.436 -2.796
O -2.004 -2.343 -2.435
C -0.879 -2.766 -4.839
F -0.075 -2.131 -5.684
F -0.321 -3.933 -4.526
F -2.039 -2.991 -5.433
Cl 7.045 -0.097 2.139
C 5.362 -0.064 1.804
C 4.444 -0.065 2.870
C 3.097 -0.056 2.620
C 2.580 -0.032 1.298
O 1.309 -0.048 1.101
C 3.533 0.009 0.221
C 3.083 0.136 -1.128
O 1.889 0.228 -1.453
C 4.910 -0.028 0.504
H 4.810 -0.076 3.886
H 2.378 -0.070 3.423
H 3.848 0.195 -1.912
H 5.608 -0.028 -0.319
*
```

⟨S²⟩ = 3.772
Gap between HOMO and LUMO (alpha / beta) = 7.1 / 6.9 eV
ΔE to the lowest compared entry with this formula, charge and spin = 0.000 eV
DFT total energy = -122292.9707 eV
Largest force on an atom = 2.1 eV/Å

This record from OMol25 describes a molecular structure, C24H16AuCl2F6N3O6S4. The level of theory is ωB97M-V with the def2-TZVPD basis set.

Geometry as ORCA input:
```
! RIJCOSX wB97M-V def2-TZVPD def2/J DEFGRID3
* xyz 0 3
Au 0.184 -0.074 1.474
Cl 0.643 -2.724 1.824
C 2.322 -2.694 2.242
C 2.955 -3.915 2.293
C 4.298 -3.972 2.638
C 4.999 -2.816 2.944
C 4.357 -1.596 2.897
Cl 5.271 -0.187 3.278
C 2.992 -1.484 2.526
S 2.312 0.085 2.428
H 2.403 -4.812 2.053
H 4.801 -4.929 2.668
H 6.044 -2.853 3.214
C -0.333 2.259 -5.149
C -0.055 2.480 -3.688
C 0.972 1.797 -3.048
C 1.218 1.981 -1.695
C 0.429 2.870 -0.984
C -0.597 3.575 -1.603
C -0.833 3.373 -2.950
S 0.641 3.039 0.753
O 0.271 4.375 1.129
O 1.948 2.547 1.096
N -0.432 1.965 1.342
C -1.691 2.224 1.865
C -2.260 3.462 2.090
C -3.590 3.579 2.535
C -4.377 2.490 2.766
C -3.836 1.203 2.556
C -4.576 0.017 2.753
C -4.007 -1.201 2.519
C -2.669 -1.247 2.097
N -1.954 -0.160 1.929
C -2.502 1.074 2.122
H 0.335 1.506 -5.566
H -0.202 3.183 -5.716
H -1.360 1.923 -5.302
H 1.576 1.091 -3.599
H 2.006 1.433 -1.196
H -1.194 4.273 -1.032
H -1.632 3.916 -3.441
H -1.678 4.351 1.915
H -3.988 4.574 2.692
H -5.400 2.590 3.105
H -5.605 0.092 3.084
H -4.557 -2.122 2.645
H -2.188 -2.191 1.877
F -1.967 -2.956 -3.448
C -1.720 -1.773 -2.892
F -2.876 -1.146 -2.680
F -0.981 -1.048 -3.724
S -0.847 -1.996 -1.287
O -0.735 -0.632 -0.790
O -1.679 -2.893 -0.537
N 0.500 -2.670 -1.674
S 1.886 -1.920 -1.817
O 2.316 -1.277 -0.600
O 2.069 -1.223 -3.053
C 2.935 -3.428 -1.950
F 4.209 -3.046 -2.041
F 2.622 -4.143 -3.022
F 2.806 -4.199 -0.865
*
```

⟨S²⟩ = 2.028
Gap between HOMO and LUMO (alpha / beta) = 7.7 / 4.6 eV
ΔE to the lowest compared entry with this formula, charge and spin = 0.000 eV
DFT total energy = -130283.8418 eV
Largest force on an atom = 0.6 eV/Å

This record from OMol25 describes a molecular structure, C24H16Br4N3O2PmS2 in a non-equilibrium geometry. The level of theory is ωB97M-V with the def2-TZVPD basis set.

Geometry as ORCA input:
```
! RIJCOSX wB97M-V def2-TZVPD def2/J DEFGRID3
* xyz 0 5
Pm 1.351 -1.115 -0.371
Br -5.581 0.490 0.055
C -3.988 -0.484 -0.050
C -3.938 -1.884 -0.162
Br -5.579 -2.864 -0.071
C -2.778 -2.640 -0.203
Br -2.774 -4.563 -0.105
C -1.584 -1.861 -0.255
O -0.431 -2.433 -0.278
C -1.589 -0.391 -0.062
O -0.429 0.208 0.114
C -2.816 0.284 0.020
Br -2.744 2.179 0.365
C 3.952 -1.362 0.178
C 3.950 0.029 0.150
C 4.363 0.694 -1.040
C 4.124 2.048 -1.222
C 3.481 2.812 -0.197
C 3.054 2.181 0.986
C 3.256 0.796 1.149
C 3.156 4.170 -0.465
N 2.860 5.263 -0.709
H 3.827 -1.898 1.146
H 4.465 -1.842 -0.673
H 4.841 0.066 -1.833
H 4.353 2.597 -2.135
H 2.591 2.749 1.787
H 2.885 0.332 2.040
S 1.675 -1.893 2.623
C 0.066 -1.492 2.900
N -0.906 -2.480 2.813
C -2.241 -2.229 2.968
C -2.710 -0.938 3.172
C -1.738 0.106 3.256
C -0.388 -0.162 3.132
H -0.565 -3.412 2.588
H -2.890 -3.075 2.809
H -3.816 -0.767 3.163
H -2.053 1.139 3.336
H 0.326 0.653 3.065
S 1.773 -1.022 -3.129
C 0.458 0.090 -2.942
N -0.813 -0.388 -3.067
C -1.905 0.435 -2.936
C -1.770 1.777 -2.743
C -0.435 2.340 -2.598
C 0.668 1.487 -2.691
H -0.888 -1.400 -3.163
H -2.862 -0.065 -3.015
H -2.680 2.398 -2.625
H -0.269 3.408 -2.393
H 1.684 1.928 -2.682
*
```

⟨S²⟩ = 6.012
Gap between HOMO and LUMO (alpha / beta) = 5.7 / 5.7 eV
ΔE to the lowest compared entry with this formula, charge and spin = 0.000 eV
DFT total energy = -352109.1613 eV
Largest force on an atom = 1.9 eV/Å

This record from OMol25 describes a molecular structure, C24H16BrN12O5SZr in a non-equilibrium geometry. The level of theory is ωB97M-V with the def2-TZVPD basis set.

Geometry as ORCA input:
```
! RIJCOSX wB97M-V def2-TZVPD def2/J DEFGRID3
* xyz -1 1
Zr 0.356 0.897 -0.176
N -0.026 4.189 1.152
C 0.975 3.405 1.659
N 1.714 3.703 2.706
N 2.576 2.667 2.823
N 2.381 1.800 1.904
N 1.358 2.240 1.111
C -0.948 3.737 0.232
N -1.821 4.496 -0.392
N -2.503 3.647 -1.194
N -2.071 2.448 -1.060
N -1.076 2.454 -0.132
H -0.189 5.078 1.588
O -0.563 -0.189 -1.521
C -0.644 -1.419 -1.997
C -1.575 -1.714 -3.000
C -1.659 -2.973 -3.554
C -0.811 -3.989 -3.121
C 0.091 -3.722 -2.112
C 0.187 -2.455 -1.530
C 1.105 -2.218 -0.416
N 1.111 -1.175 0.403
C 2.120 -1.377 1.324
C 2.724 -2.559 1.064
N 2.075 -3.079 -0.036
H -2.227 -0.908 -3.315
H -2.391 -3.174 -4.326
H -0.866 -4.979 -3.553
H 0.721 -4.527 -1.751
H 2.331 -0.644 2.082
H 3.534 -3.077 1.545
H 2.276 -3.961 -0.469
O -6.577 -1.700 5.235
C -5.499 -2.453 4.886
O -5.453 -3.596 5.254
C -4.455 -1.784 4.071
C -3.207 -2.398 3.975
C -2.162 -1.782 3.316
C -2.321 -0.515 2.736
S -0.952 0.390 2.151
C -3.602 0.050 2.747
C -4.643 -0.565 3.416
H -6.440 -0.787 4.956
H -3.079 -3.362 4.452
H -1.189 -2.254 3.263
H -3.759 0.989 2.233
H -5.619 -0.090 3.391
Br 7.284 1.380 -3.378
C 5.485 1.938 -3.570
C 5.132 2.753 -4.636
N 3.887 3.180 -4.824
C 2.960 2.815 -3.943
C 3.232 1.999 -2.854
C 4.527 1.542 -2.660
C 2.160 1.608 -1.898
O 2.335 0.599 -1.150
O 1.097 2.271 -1.826
H 5.877 3.068 -5.358
H 1.953 3.181 -4.107
H 4.762 0.902 -1.821
*
```

Gap between HOMO and LUMO = 7.1 eV
DFT total energy = -135432.1570 eV
Largest force on an atom = 1.6 eV/Å

This record from OMol25 describes 17 unconnected molecules or ions with the total composition C24H16Cl64O3S. The level of theory is ωB97M-V with the def2-TZVPD basis set.

Geometry as ORCA input:
```
! RIJCOSX wB97M-V def2-TZVPD def2/J DEFGRID3
* xyz 0 1
C 0.953 1.809 4.023
C 1.721 1.164 2.855
C 1.116 1.497 1.481
C 1.935 -0.354 3.095
C 3.291 -0.824 2.548
C 0.829 -1.251 2.553
O -0.464 -0.754 2.910
C -1.444 -1.687 3.207
S -2.128 -1.476 4.897
O -2.483 -1.570 2.237
C -2.641 -0.316 1.740
O -2.832 -0.119 0.577
H 0.578 2.803 3.760
H 0.121 1.189 4.369
H 1.630 1.935 4.879
H 2.730 1.604 2.865
H 0.823 2.555 1.461
H 0.217 0.920 1.246
H 1.839 1.360 0.668
H 1.964 -0.505 4.186
H 3.452 -1.895 2.710
H 4.084 -0.299 3.096
H 3.414 -0.567 1.489
H 0.969 -2.264 2.959
H 0.907 -1.338 1.457
H -1.073 -2.713 3.149
H -2.793 -0.339 4.655
H -2.635 0.501 2.474
C -0.505 0.458 -2.881
Cl -0.811 0.294 -4.616
Cl 1.234 0.311 -2.569
Cl -1.056 2.044 -2.331
Cl -1.359 -0.800 -2.000
C -3.750 5.439 -1.974
Cl -3.999 5.312 -3.719
Cl -2.067 5.055 -1.600
Cl -4.077 7.096 -1.445
Cl -4.863 4.354 -1.140
C -4.858 -4.106 6.073
Cl -3.765 -3.911 7.448
Cl -6.120 -5.272 6.480
Cl -5.600 -2.554 5.679
Cl -3.951 -4.680 4.671
C 2.977 -0.303 -6.423
Cl 2.634 -0.504 -8.147
Cl 4.716 -0.413 -6.118
Cl 2.407 1.282 -5.894
Cl 2.122 -1.576 -5.534
C 6.310 -3.991 -4.071
Cl 7.114 -2.994 -2.851
Cl 7.234 -3.934 -5.576
Cl 6.218 -5.662 -3.503
Cl 4.686 -3.366 -4.361
C 6.085 -9.882 -4.322
Cl 5.767 -8.811 -2.951
Cl 4.961 -11.241 -4.278
Cl 5.868 -8.981 -5.826
Cl 7.744 -10.478 -4.232
C -9.096 -0.303 6.783
Cl -9.614 1.178 7.593
Cl -7.912 0.104 5.535
Cl -8.371 -1.402 7.958
Cl -10.493 -1.077 6.028
C 6.131 2.291 -9.612
Cl 6.186 4.042 -9.850
Cl 5.808 1.500 -11.161
Cl 7.691 1.738 -8.995
Cl 4.860 1.877 -8.464
C 11.839 -11.175 -6.216
Cl 12.614 -10.183 -4.977
Cl 12.761 -11.068 -7.719
Cl 11.786 -12.856 -5.675
Cl 10.193 -10.594 -6.485
C 11.499 2.192 -11.349
Cl 12.216 3.693 -10.758
Cl 9.770 2.417 -11.601
Cl 12.270 1.726 -12.864
Cl 11.738 0.921 -10.131
C -1.759 2.655 8.130
Cl -2.268 1.449 6.941
Cl -0.774 3.888 7.343
Cl -3.187 3.412 8.846
Cl -0.816 1.862 9.394
C -8.014 1.073 1.012
Cl -8.224 1.489 2.719
Cl -6.964 2.274 0.248
Cl -7.297 -0.527 0.879
Cl -9.588 1.084 0.208
C 14.578 -2.531 -11.947
Cl 15.868 -2.826 -10.776
Cl 13.745 -4.049 -12.299
Cl 13.432 -1.362 -11.284
Cl 15.274 -1.883 -13.437
C -9.048 4.297 4.697
Cl -9.793 5.385 5.871
Cl -10.095 2.892 4.472
Cl -8.852 5.138 3.157
Cl -7.469 3.776 5.292
C -14.069 6.829 5.525
Cl -15.635 6.057 5.258
Cl -13.640 6.718 7.238
Cl -12.833 6.017 4.567
Cl -14.161 8.529 5.054
C -11.160 7.057 10.881
Cl -11.366 8.808 10.803
Cl -12.721 6.295 11.207
Cl -10.539 6.469 9.336
Cl -10.023 6.650 12.169
*
```

Gap between HOMO and LUMO = 9.7 eV
DFT total energy = -843554.3095 eV
Largest force on an atom = 0.9 eV/Å

This record from OMol25 describes C24H16F2N2O4 in the gas phase in a non-equilibrium geometry. The level of theory is ωB97M-V with the def2-TZVPD basis set.

Geometry as ORCA input:
```
! RIJCOSX wB97M-V def2-TZVPD def2/J DEFGRID3
* xyz 0 1
C -0.185 -4.149 -2.083
C -0.092 -2.773 -2.211
C -1.252 -1.825 -2.080
C -2.528 -2.443 -1.894
C -3.663 -1.804 -1.460
C -3.609 -0.402 -1.401
C -4.716 0.306 -0.909
O -4.549 1.429 -0.409
O -5.903 -0.176 -1.155
C -6.879 0.297 -0.244
C -2.371 0.257 -1.560
C -1.162 -0.393 -1.909
C 0.052 0.428 -2.074
C 0.440 1.178 -3.320
O -0.073 0.819 -4.343
C 1.479 2.141 -3.378
C 2.068 2.425 -2.122
N 1.629 1.657 -0.988
N 2.346 2.005 0.077
C 2.019 1.807 1.329
O 2.887 2.298 2.277
C 3.661 1.357 2.920
C 3.943 0.099 2.412
C 4.559 -0.870 3.308
C 5.041 -0.489 4.583
F 5.519 -1.386 5.515
C 4.786 0.826 4.968
C 4.140 1.754 4.179
F 3.917 2.929 4.819
C 0.682 0.999 1.518
C 0.070 0.441 0.439
C 0.600 0.803 -0.901
H 0.553 -4.930 -2.369
H -1.126 -4.713 -1.836
H 0.874 -2.341 -2.521
H -2.627 -3.510 -1.777
H -4.503 -2.400 -1.256
H -7.798 -0.226 -0.245
H -7.117 1.383 -0.375
H -6.473 0.293 0.805
H -2.411 1.307 -1.289
H 1.867 2.628 -4.253
H 2.935 3.060 -2.167
H 3.536 -0.202 1.380
H 4.764 -1.860 2.943
H 5.168 1.181 5.944
H 0.346 0.895 2.554
H -0.844 -0.111 0.556
*
```

Gap between HOMO and LUMO = 7.7 eV
SMILES = C=Cc1ccc(C(=O)OC)cc1-c1c(=O)ccn2nc(Oc3ccc(F)cc3F)ccc12
DFT total energy = -41747.2169 eV
Largest force on an atom = 5.9 eV/Å